{"formula": "C20H26N4O5", "method": "wB97M-V/def2-TZVPD", "de_lowest_kj_mol": 265.8, "multiplicity": 1, "max_force_ev_per_a": 1.07, "gap_ev": 9.69, "energy_ha": -1372.9674, "molar_mass_da": 402.45, "homo_energy_ev": -8.99, "smiles": "COCCNC(=O)CN(C(=O)CCC(=O)Nc1cc(C)on1)c1ccccc1C", "symbols": ["C", "O", "C", "C", "N", "C", "O", "C", "N", "C", "O", "C", "C", "C", "O", "N", "C", "C", "C", "C", "O", "N", "C", "C", "C", "C", "C", "C", "C", "H", "H", "H", "H", "H", "H", "H", "H", "H", "H", "H", "H", "H", "H", "H", "H", "H", "H", "H", "H", "H", "H", "H", "H", "H", "H"], "xyz": [[0.215, 2.481, 2.235], [-0.816, 1.858, 1.498], [-1.564, 2.739, 0.683], [-0.777, 3.256, -0.533], [-0.091, 2.184, -1.215], [1.248, 2.086, -1.201], [1.992, 2.909, -0.702], [1.775, 0.819, -1.887], [1.757, -0.300, -0.957], [0.599, -0.966, -0.761], [-0.424, -0.644, -1.348], [0.646, -2.135, 0.202], [-0.251, -1.855, 1.418], [-1.706, -1.933, 0.982], [-2.258, -2.988, 0.769], [-2.304, -0.715, 0.853], [-3.556, -0.507, 0.328], [-4.544, -1.462, -0.035], [-5.575, -0.698, -0.495], [-6.912, -1.050, -1.031], [-5.242, 0.602, -0.413], [-3.986, 0.714, 0.098], [2.956, -0.523, -0.222], [3.084, 0.020, 1.050], [4.254, -0.152, 1.764], [5.299, -0.867, 1.204], [5.169, -1.407, -0.063], [4.002, -1.246, -0.799], [3.874, -1.829, -2.172], [1.030, 2.822, 1.590], [-0.175, 3.334, 2.800], [0.590, 1.735, 2.935], [-2.433, 2.160, 0.351], [-1.912, 3.598, 1.274], [-0.012, 3.977, -0.233], [-1.479, 3.742, -1.217], [-0.631, 1.371, -1.491], [1.150, 0.570, -2.748], [2.805, 0.995, -2.199], [0.253, -3.015, -0.315], [1.667, -2.336, 0.523], [-0.019, -0.882, 1.851], [-0.081, -2.634, 2.163], [-1.763, 0.124, 1.031], [-4.465, -2.523, 0.037], [-7.041, -2.128, -1.012], [-7.691, -0.580, -0.433], [-7.012, -0.692, -2.054], [2.261, 0.582, 1.463], [4.351, 0.274, 2.751], [6.218, -1.004, 1.754], [5.987, -1.966, -0.494], [4.507, -2.707, -2.274], [4.187, -1.101, -2.922], [2.844, -2.107, -2.384]], "atomic_forces_ev_per_a": [[0.1, 0.0, 0.0], [-0.1, -0.2, 0.0], [-0.1, 0.1, -0.4], [0.1, 0.0, 0.4], [-0.6, 0.1, -0.1], [0.1, -0.4, -0.4], [0.3, 0.2, 0.1], [-0.2, 0.2, -0.1], [0.3, 0.3, -0.1], [0.2, -0.5, 0.1], [-0.3, -0.1, -0.1], [-0.1, 0.0, 0.0], [-0.1, -0.2, -0.2], [0.3, 0.3, 0.3], [-0.1, -0.3, -0.1], [-0.1, 0.4, 0.2], [-1.0, 0.1, -0.4], [-0.4, 0.3, -0.2], [0.6, -0.4, 0.3], [0.1, 0.3, 0.0], [-0.7, -0.4, -0.3], [1.0, 0.0, 0.4], [0.3, -0.1, 0.3], [0.0, 0.0, -0.1], [0.0, 0.0, 0.1], [0.0, 0.0, 0.0], [0.0, 0.0, 0.0], [-0.1, 0.0, 0.1], [0.0, 0.0, 0.0], [0.0, 0.0, 0.0], [0.0, 0.0, 0.0], [0.0, 0.1, 0.0], [0.2, 0.3, 0.1], [0.0, -0.1, 0.0], [-0.2, 0.0, -0.1], [0.0, 0.1, 0.1], [0.2, 0.0, 0.0], [0.1, 0.0, 0.1], [-0.1, 0.0, 0.0], [0.1, 0.1, 0.0], [-0.1, -0.1, 0.0], [0.0, 0.0, 0.1], [-0.1, 0.1, 0.0], [0.2, -0.1, 0.1], [-0.1, -0.2, 0.0], [0.0, 0.0, 0.0], [-0.1, 0.0, 0.0], [0.0, 0.0, -0.1], [-0.1, 0.1, 0.0], [0.0, 0.0, 0.1], [0.1, 0.0, 0.1], [0.1, -0.1, 0.0], [0.0, 0.0, 0.0], [0.0, 0.0, -0.1], [0.0, 0.0, -0.1]], "nbo_charge": [-0.26, -0.57, -0.10, -0.26, -0.62, 0.67, -0.64, -0.30, -0.47, 0.71, -0.66, -0.49, -0.48, 0.71, -0.61, -0.62, 0.33, -0.37, 0.34, -0.66, -0.28, -0.21, 0.21, -0.23, -0.20, -0.20, -0.21, -0.04, -0.64, 0.20, 0.17, 0.18, 0.23, 0.17, 0.23, 0.21, 0.43, 0.23, 0.23, 0.25, 0.23, 0.21, 0.24, 0.44, 0.26, 0.23, 0.23, 0.23, 0.22, 0.22, 0.22, 0.21, 0.22, 0.22, 0.22]}